{
  "formula": "CH8NO2",
  "method": "the ωB97M-V functional and the def2-TZVPD basis",
  "total_charge": 2,
  "orbital_gap_ev": [11.53, 3.20],
  "de_lowest_ev": 1.590,
  "spin_multiplicity": 2,
  "s_squared": 0.756,
  "elements": ["H", "N", "H", "C", "H", "O", "H", "H", "H", "H", "O", "H"],
  "xyz": [[0.985, 0.739, -0.230], [-0.003, 0.671, -0.522], [2.053, -1.024, 1.813], [-0.525, 1.865, -0.573], [2.938, 0.163, 1.300], [-1.581, -2.007, -0.540], [-2.232, -2.271, 0.152], [-1.976, -2.499, -1.314], [-0.405, -0.269, -0.520], [-1.370, 2.133, 0.068], [2.011, -0.148, 1.366], [0.106, 2.647, -1.000]],
  "lowdin_charge": [0.13, 0.17, 0.15, 0.23, 0.15, 0.23, 0.15, 0.17, 0.11, 0.15, 0.21, 0.14]
}